[1]
Formula: C16H19BN6RuS
Source: the OMol25 dataset
Level of theory: ωB97M-V/def2-TZVPD

XYZ file:
```
44
Properties=species:S:1:pos:R:3:mulliken_charge:R:1
H -0.78614 1.29922 3.04920 0.49
N -1.65925 0.42266 1.33140 0.29
B -3.20060 -0.67443 -0.34664 -0.01
N -2.96123 0.02312 1.01502 0.10
C -3.77146 0.33506 2.04262 0.00
Ru -0.13005 0.22308 0.06782 0.35
H -4.82423 0.08895 1.98659 0.49
C -3.00773 0.91550 3.04967 -1.17
H -3.36204 1.28313 3.98953 0.43
C -1.68422 0.93607 2.58859 -0.27
H -4.32959 -1.02095 -0.48420 -0.01
C 2.32959 -1.14112 -1.11670 -0.88
H 3.23995 -0.57629 -1.37719 0.32
H 1.49962 -0.34211 -1.16883 0.12
H 2.14093 -1.88232 -1.90892 0.35
N -2.30436 -1.94812 -0.33422 0.16
N -2.69609 0.22203 -1.48893 0.08
N -0.95167 -1.81531 -0.16901 0.17
N -1.36479 0.63892 -1.44330 0.24
C -2.60870 -3.25718 -0.47901 0.05
C -3.28719 0.71410 -2.59382 -0.01
H -3.64014 -3.55607 -0.63651 0.46
H -4.32928 0.45611 -2.78606 0.47
C -1.43013 -3.98469 -0.41084 -1.15
C -2.35208 1.44802 -3.30925 -1.10
C -0.39726 -3.04573 -0.22770 -0.33
C -1.15859 1.37320 -2.57146 -0.31
H -1.33712 -5.05402 -0.49934 0.41
H -2.51042 1.96509 -4.24317 0.42
H 0.67170 -3.20218 -0.15710 0.46
H -0.20281 1.81681 -2.77170 0.50
H 2.45053 -1.63425 -0.13307 0.35
S 1.00796 2.08913 0.52917 -0.14
C 2.68353 1.74063 0.80243 0.81
C 3.58799 2.50085 0.03708 -0.38
C 4.95094 2.31190 0.21234 -0.56
C 5.42353 1.36978 1.13479 -0.42
C 4.51766 0.63100 1.89818 -0.55
C 3.13649 0.80506 1.75185 -0.35
H 3.17934 3.20369 -0.69270 0.41
H 5.62508 2.91259 -0.38247 0.42
H 6.50108 1.28019 1.29760 0.44
H 4.91346 -0.08429 2.61261 0.42
H 2.42782 0.21316 2.33567 0.44
```

⟨S²⟩   6.0404
Total charge   +2
Lowest unoccupied orbital energy (alpha / beta)   -0.295 / -0.374 Ha
Orbital gap (alpha / beta)   0.259 / 0.185 hartree
2S+1   5

[2]
Formula: C35H61N6O5S4
Source: the OMol25 dataset
Level of theory: ωB97M-V/def2-TZVPD

XYZ file:
```
111
Properties=species:S:1:pos:R:3:mulliken_charge:R:1
C -0.90153 1.96015 -0.49089 -2.11
C -0.91889 0.50596 -0.07622 2.97
C 0.35674 0.05424 0.56470 -0.80
O -2.03689 0.02983 0.60166 -1.27
H -0.98342 2.58026 0.40177 0.42
H -1.70266 2.22490 -1.18097 0.14
H 0.00754 2.15698 -1.05917 0.54
H -0.89182 -0.01113 -1.03538 -0.99
H 1.25046 -0.02889 -0.05372 -0.01
H 0.29048 -0.91621 1.05656 0.17
H 0.53753 0.83011 1.30863 0.14
C 2.96633 6.91510 2.95396 -0.93
S 2.20559 6.56566 1.31362 0.41
O 3.24757 5.99617 0.31029 -0.58
C 1.00740 5.14737 1.68600 -0.80
H 3.69173 7.72833 2.93070 0.35
H 3.31003 6.01000 3.45472 0.27
H 2.14570 7.28337 3.56963 0.38
H 0.66369 4.92180 0.67650 0.23
H 0.14928 5.46472 2.27846 0.51
H 1.44193 4.19916 2.00252 0.19
C 5.53266 4.02978 1.98335 -0.86
S 5.40268 2.89182 0.50534 0.32
O 5.94922 1.49647 0.86938 -0.59
C 3.56699 2.71116 0.43088 -0.42
H 5.01756 4.97986 1.84156 0.16
H 6.56712 4.34521 2.11935 0.41
H 5.21195 3.61222 2.93776 0.33
H 3.20811 3.61734 -0.05713 0.44
H 3.16667 2.61021 1.43967 0.19
H 3.30719 1.80546 -0.11713 -0.04
C -1.09754 1.04483 -3.98902 -0.37
S -0.73929 1.23534 -5.76414 0.38
O 0.74764 1.37473 -6.07625 -0.62
C -1.10506 -0.53900 -6.07889 -0.65
H -0.37001 0.35174 -3.56661 -0.24
H -2.13924 0.73126 -3.92096 0.31
H -1.03418 2.00975 -3.48602 0.39
H -2.19218 -0.58505 -6.14321 0.36
H -0.72192 -1.20323 -5.30423 0.00
H -0.67039 -0.88652 -7.01612 0.40
C 3.79636 -3.05635 -3.64386 -0.45
S 2.98889 -1.55651 -4.20333 0.27
O 1.49536 -1.67290 -4.51526 -0.50
C 3.11589 -0.78364 -2.55038 -0.47
H 3.62611 -3.72274 -4.48946 0.39
H 3.43745 -3.43722 -2.68771 -0.39
H 4.84176 -2.83972 -3.42407 0.40
H 2.52488 0.12895 -2.47311 0.37
H 4.12862 -0.59050 -2.19657 0.48
H 2.55835 -1.41343 -1.85712 -0.33
N -3.18456 -1.65680 -1.51393 0.80
C -2.51168 -2.10433 -2.64389 -0.26
C -3.36188 -2.80654 -3.49277 -1.16
C -4.61349 -2.79620 -2.84435 -0.67
C -4.51522 -2.07577 -1.65623 -0.51
H -2.79113 -1.10506 -0.76500 0.11
H -1.47233 -1.82280 -2.72693 0.47
H -3.10833 -3.23954 -4.44913 0.50
H -5.47843 -3.34536 -3.18595 0.41
H -5.26641 -1.90606 -0.89905 0.44
N -4.19851 2.13187 -0.26178 0.26
C -5.42635 1.67177 0.11239 -0.25
C -6.25256 2.78343 0.04273 -0.72
C -5.46298 3.90334 -0.29976 -0.62
C -4.25388 3.47045 -0.58317 -0.44
H -3.36131 1.56892 -0.30954 0.13
H -5.45092 0.64180 0.43635 0.39
H -7.28638 2.74873 0.35322 0.37
H -5.84535 4.90001 -0.46358 0.38
H -3.34943 3.94859 -0.92925 0.38
N -2.39056 1.05762 3.50232 0.28
C -1.32978 1.03777 4.35358 -0.75
C -1.80193 1.00618 5.62982 -0.22
C -3.21358 1.03957 5.61740 -0.78
C -3.52865 0.96504 4.24231 -0.27
H -2.33622 1.03098 2.49413 0.10
H -0.34417 1.06307 3.91277 0.32
H -1.26213 0.93516 6.56255 0.38
H -3.91954 0.89994 6.42271 0.37
H -4.52564 0.93719 3.82802 0.43
N -0.10588 -3.45586 -0.07333 0.60
C 0.63762 -3.43388 -1.25899 -0.25
C 1.26034 -4.66446 -1.42995 -0.76
C 1.11825 -5.39213 -0.23729 -0.76
C 0.30733 -4.61156 0.57992 -0.51
H -0.63245 -2.61874 0.13174 -0.08
H 0.53875 -2.61708 -1.95861 0.13
H 1.88341 -4.88056 -2.28522 0.67
H 1.51848 -6.38368 -0.08551 0.43
H -0.07218 -4.82146 1.56902 0.28
N -2.26985 -2.39026 2.24878 0.45
C -2.68525 -3.67086 1.87045 -0.34
C -2.37509 -4.59188 2.82533 -0.89
C -1.65872 -3.84079 3.76377 -0.42
C -1.65122 -2.55868 3.47965 -0.43
H -2.28584 -1.55601 1.67968 0.24
H -3.21599 -3.73511 0.93206 0.36
H -2.61196 -5.63758 2.95496 0.41
H -1.21731 -4.28371 4.64432 0.38
H -1.28166 -1.66362 3.95787 0.30
N 3.00096 -2.92698 0.59622 0.07
C 3.38077 -1.77191 1.26677 -0.68
C 4.74255 -1.54140 1.19789 -0.53
C 5.20412 -2.61736 0.36539 -1.06
C 4.11722 -3.36204 -0.06715 -0.24
H 2.08404 -3.30503 0.40531 0.91
H 2.62445 -1.15430 1.72823 0.47
H 5.29507 -0.65824 1.48274 0.50
H 6.24444 -2.84161 0.18142 0.45
H 3.99018 -4.20393 -0.73159 0.53
```

Energy above the lowest of the compared OMol25 structures with the same formula, charge and spin   69.0 kcal/mol
Total charge   -1
Lowest unoccupied orbital energy   0.065 Ha
Orbital gap   0.278 hartree

[3]
Formula: C10H8N2O
Source: the OMol25 dataset
Level of theory: ωB97M-V/def2-TZVPD

XYZ file:
```
21
Properties=species:S:1:pos:R:3:mulliken_charge:R:1
O -2.39905 -1.16889 1.13021 -0.32
N -2.97004 -0.84381 -0.08434 -0.35
C -2.27742 0.01059 -0.74964 -0.60
C -1.00029 0.64394 -0.32558 0.54
C -0.97151 1.99281 -0.12170 -0.59
C 0.29014 2.59421 0.17042 -0.28
N 1.45672 1.97007 0.24309 -0.64
C 1.43013 0.61121 0.06082 0.23
C 2.64824 -0.07051 0.20338 -0.46
C 2.67449 -1.44170 0.07241 -0.33
C 1.49005 -2.14523 -0.28719 -0.69
C 0.30511 -1.49266 -0.41631 -0.56
C 0.22738 -0.09387 -0.20752 1.01
H -2.96514 -1.90624 1.45692 0.36
H -2.77922 0.29046 -1.67208 0.38
H -1.87142 2.58379 -0.18886 0.45
H 0.35589 3.66762 0.28329 0.39
H 3.55011 0.52249 0.43768 0.41
H 3.61370 -2.02125 0.22048 0.33
H 1.54383 -3.20937 -0.37387 0.41
H -0.55995 -2.11299 -0.71116 0.31
```

Energy above the lowest of the compared OMol25 structures with the same formula, charge and spin   29.5 kcal/mol
SMILES   O/N=C\c1ccnc2ccccc12
Total charge   0
Lowest unoccupied orbital energy   0.002 Ha
Orbital gap   0.327 hartree

Largest force on an atom (hartree/bohr)
0.07610; 0.07871; 0.02792